(1)
{"formula": "C17H32IN4O2", "method": "the ωB97M-V functional and the def2-TZVPD basis", "species": ["C", "C", "C", "N", "C", "C", "C", "C", "C", "I", "C", "C", "C", "N", "H", "H", "H", "H", "H", "H", "H", "H", "H", "H", "H", "H", "H", "H", "H", "H", "H", "H", "C", "C", "O", "N", "C", "H", "H", "H", "H", "H", "H", "H", "C", "C", "O", "N", "C", "H", "H", "H", "H", "H", "H", "H"], "positions_angstrom": [[-2.837, 2.583, -2.165], [-1.962, 1.786, -3.154], [-2.103, 0.258, -3.013], [-0.881, -0.495, -2.682], [-0.482, -0.459, -1.346], [-0.309, 0.633, -0.516], [0.106, 0.449, 0.796], [0.378, -0.827, 1.314], [0.818, -1.014, 2.745], [2.103, -2.720, 2.985], [1.507, 0.204, 3.357], [2.722, 0.734, 2.579], [0.186, -1.884, 0.453], [-0.230, -1.673, -0.807], [-3.633, 3.122, -2.676], [-2.252, 3.334, -1.632], [-3.288, 1.938, -1.410], [-2.192, 2.080, -4.177], [-0.914, 2.053, -2.999], [-2.428, -0.146, -3.972], [-2.883, -0.008, -2.300], [-0.118, -0.274, -3.318], [-0.493, 1.627, -0.893], [0.229, 1.313, 1.434], [-0.049, -1.273, 3.357], [0.777, 0.999, 3.528], [1.837, -0.100, 4.350], [3.118, -0.032, 1.910], [3.514, 1.046, 3.255], [2.457, 1.584, 1.949], [0.374, -2.903, 0.757], [-0.366, -2.465, -1.426], [-1.894, -3.108, 7.078], [-1.131, -3.249, 5.784], [-0.955, -2.296, 5.035], [-0.639, -4.472, 5.476], [-0.749, -5.703, 6.237], [-2.214, -2.075, 7.173], [-2.772, -3.754, 7.085], [-1.266, -3.364, 7.932], [-0.134, -4.496, 4.604], [0.239, -6.077, 6.506], [-1.261, -6.470, 5.654], [-1.311, -5.533, 7.148], [2.726, 3.465, -4.798], [1.781, 2.476, -5.439], [1.617, 1.348, -4.989], [1.112, 2.881, -6.544], [1.177, 4.166, -7.217], [3.184, 2.987, -3.938], [3.509, 3.764, -5.494], [2.192, 4.357, -4.468], [0.506, 2.174, -6.931], [0.194, 4.638, -7.235], [1.519, 4.042, -8.244], [1.866, 4.826, -6.702]], "forces_ev_per_a": [[0.1634, 0.1537, -0.0803], [0.0266, 0.0731, 0.5172], [-0.0062, 0.0595, -0.7574], [-0.1514, 0.1032, 0.1438], [0.2701, -0.2061, -0.0376], [-0.0983, 0.0915, 0.2943], [-0.0679, -0.2255, -0.0714], [0.0431, 0.2007, -0.0907], [-0.2217, 0.2481, 0.0874], [0.0052, -0.0969, -0.0330], [0.4147, -0.0260, 0.1668], [-0.2972, -0.0419, -0.2152], [0.0537, 0.0940, 0.0649], [0.0381, 0.0120, 0.1108], [-0.0874, -0.0795, 0.0515], [-0.0141, 0.0383, -0.0125], [-0.0585, -0.0021, -0.0200], [-0.0024, -0.0209, -0.0106], [0.0261, -0.0517, -0.1574], [-0.0270, -0.1053, 0.0611], [0.1107, -0.0170, 0.1257], [0.0227, -0.0219, -0.0108], [-0.0065, -0.0313, -0.0384], [0.0043, 0.0154, -0.0460], [0.0751, -0.1472, 0.0027], [-0.0902, -0.0502, -0.0477], [-0.1438, 0.0199, 0.0519], [0.1439, -0.0343, 0.1009], [0.0023, 0.0276, -0.0513], [0.0782, 0.0579, 0.0478], [-0.0357, -0.0580, -0.1500], [-0.0400, 0.0380, -0.0674], [0.0073, 0.0791, -0.0440], [0.0129, -0.1877, 0.1287], [0.0141, 0.1351, -0.1677], [-0.0723, 0.0782, -0.0005], [0.0700, 0.0249, -0.1152], [0.0083, 0.0124, -0.0210], [0.0162, -0.0258, 0.0373], [-0.0268, -0.0376, 0.0110], [0.0415, -0.0066, 0.0064], [-0.0112, 0.0017, 0.0412], [-0.0298, -0.0036, 0.0316], [-0.0062, -0.0043, 0.0127], [0.0104, -0.0844, 0.0618], [-0.0206, 0.0146, -0.0928], [-0.1452, -0.0565, 0.2267], [-0.0234, 0.0504, 0.0410], [-0.0594, -0.1394, -0.0392], [-0.0058, -0.0276, -0.0033], [-0.0121, 0.0496, 0.0007], [0.0275, 0.0341, -0.0377], [0.0190, -0.0089, -0.0280], [0.0150, 0.0390, 0.0169], [0.0341, 0.0331, 0.0030], [0.0066, 0.0131, 0.0011]], "mulliken_charge": [-1.30, -0.04, -0.91, -0.32, -0.04, -0.54, -0.45, 0.68, -0.58, 0.10, -0.92, -1.03, -0.52, 0.15, 0.32, 0.31, 0.36, 0.49, 0.13, 0.29, 0.47, 0.26, 0.38, 0.49, 0.58, 0.46, 0.53, 0.30, 0.34, 0.32, 0.33, 0.33, -1.40, 0.78, -0.57, -0.05, -0.88, 0.30, 0.38, 0.38, 0.12, 0.29, 0.29, 0.34, -1.38, 0.86, -0.67, -0.16, -0.83, 0.31, 0.40, 0.37, 0.22, 0.28, 0.29, 0.31], "orbital_gap_ev": 8.16, "total_charge": 1, "max_force_ev_per_a": 0.8, "homo_ev": -11.72, "total_energy_ha": -1333.98008}



(2)
{"formula": "C24H30BrN4O5Sc", "method": "the ωB97M-V functional and the def2-TZVPD basis", "species": ["Sc", "C", "N", "C", "C", "O", "C", "O", "C", "C", "O", "N", "C", "C", "H", "H", "H", "H", "H", "H", "H", "H", "H", "H", "H", "H", "H", "H", "H", "H", "O", "C", "C", "C", "C", "C", "C", "C", "O", "N", "N", "C", "C", "Br", "C", "C", "C", "C", "C", "C", "C", "H", "H", "H", "H", "H", "H", "H", "H", "H", "H", "H", "H", "H", "H"], "positions_angstrom": [[1.311, 0.020, 0.092], [1.600, -3.050, -4.207], [2.289, -2.055, -3.376], [3.276, -1.204, -4.053], [1.967, -1.844, -2.122], [2.494, -0.968, -1.400], [0.872, -2.676, -1.465], [0.726, -2.236, -0.107], [1.375, -3.038, 0.892], [2.487, -2.256, 1.591], [2.665, -1.053, 1.270], [3.181, -2.839, 2.539], [4.242, -2.109, 3.247], [2.968, -4.224, 2.976], [2.293, -3.393, -4.971], [1.296, -3.915, -3.624], [0.730, -2.607, -4.693], [4.099, -1.825, -4.401], [2.801, -0.722, -4.907], [3.642, -0.451, -3.365], [-0.086, -2.527, -1.963], [1.103, -3.740, -1.487], [0.615, -3.319, 1.621], [1.769, -3.946, 0.437], [4.531, -1.232, 2.681], [3.886, -1.817, 4.235], [5.095, -2.775, 3.356], [2.054, -4.642, 2.568], [3.814, -4.839, 2.671], [2.894, -4.237, 4.061], [-1.919, 4.005, -2.308], [-1.385, 3.136, -3.253], [-1.933, 3.128, -4.522], [-1.441, 2.243, -5.471], [-0.404, 1.378, -5.150], [0.121, 1.380, -3.865], [-0.378, 2.246, -2.901], [0.106, 2.204, -1.474], [1.084, 1.237, -1.263], [-1.023, 1.818, -0.622], [-0.637, 1.335, 0.601], [-1.463, 1.425, 1.574], [-1.201, 0.858, 2.881], [0.426, -0.120, 2.958], [-1.946, 0.932, 3.986], [-3.163, 1.733, 4.180], [-3.329, 3.005, 3.628], [-4.501, 3.710, 3.845], [-5.515, 3.152, 4.613], [-5.348, 1.901, 5.190], [-4.170, 1.201, 4.988], [-1.243, 4.629, -2.016], [-2.727, 3.825, -4.755], [-1.860, 2.244, -6.468], [-0.005, 0.711, -5.903], [0.935, 0.718, -3.597], [0.517, 3.178, -1.179], [-1.810, 2.460, -0.636], [-2.420, 1.921, 1.439], [-1.638, 0.327, 4.833], [-2.516, 3.479, 3.091], [-4.615, 4.705, 3.435], [-6.429, 3.707, 4.782], [-6.127, 1.478, 5.810], [-4.031, 0.232, 5.452]], "forces_ev_per_a": [[-0.3912, -0.3953, 0.6760], [0.1213, 0.0865, 0.0383], [-0.0337, -0.0494, -0.0620], [-0.0813, -0.0892, 0.0214], [0.0193, 0.0153, 0.0225], [0.0103, 0.0067, -0.2000], [-0.0760, -0.0490, 0.0490], [0.0826, 0.2286, 0.0763], [-0.0552, -0.0213, -0.0417], [-0.0283, 0.0610, 0.0307], [0.3642, -0.2037, 0.2892], [0.0290, -0.1119, -0.0048], [-0.0673, -0.1081, -0.0488], [0.0766, 0.1332, -0.0320], [-0.0025, -0.0085, -0.0112], [-0.0139, -0.0037, 0.0047], [-0.0037, 0.0071, -0.0137], [0.0189, 0.0153, -0.0126], [0.0019, -0.0010, -0.0157], [0.0012, 0.0059, 0.0191], [-0.0255, 0.0321, -0.0012], [-0.0155, -0.0253, -0.0224], [-0.0270, 0.0017, 0.0263], [0.0177, -0.0134, 0.0022], [-0.0014, 0.0186, -0.0101], [0.0083, 0.0082, 0.0127], [0.0177, 0.0145, 0.0135], [-0.0142, -0.0059, -0.0038], [0.0124, -0.0129, 0.0046], [0.0065, -0.0008, 0.0130], [0.0874, -0.1447, 0.1236], [-0.1245, 0.1406, 0.0001], [0.0545, -0.0023, -0.0667], [0.0157, -0.0090, -0.0195], [-0.0349, 0.0605, 0.0468], [0.0058, -0.0097, -0.0176], [0.0380, -0.0830, -0.0853], [0.0691, -0.1853, 0.0548], [-0.0029, 0.7643, -0.6602], [-0.0682, -0.2211, -0.0751], [0.1087, -0.0710, -0.3156], [-0.0827, 0.0269, 0.3623], [-0.0157, 0.1187, -0.3423], [0.1680, -0.1332, -0.0593], [-0.3020, 0.1403, 0.1669], [0.1719, -0.1455, -0.0640], [0.0108, 0.0785, 0.0107], [0.0127, -0.0338, 0.0132], [-0.0232, 0.0398, -0.0077], [0.0648, -0.0174, -0.0152], [-0.0878, -0.0311, 0.0444], [-0.0481, 0.0698, -0.0949], [0.0063, -0.0140, 0.0027], [0.0040, -0.0047, 0.0067], [-0.0058, 0.0041, 0.0093], [-0.0043, -0.0011, 0.0069], [0.0146, 0.0539, 0.0912], [0.0330, 0.0509, 0.0522], [-0.0191, 0.0171, 0.0335], [0.0019, 0.0443, 0.0210], [-0.0035, -0.0309, -0.0197], [-0.0042, -0.0144, 0.0023], [0.0069, -0.0050, 0.0001], [0.0088, 0.0039, -0.0136], [-0.0071, 0.0081, -0.0117]], "mulliken_charge": [0.98, -0.95, 0.10, -1.00, 1.23, -0.77, -1.18, -0.30, -1.19, 1.06, -0.68, 0.13, -1.00, -1.04, 0.35, 0.37, 0.31, 0.37, 0.37, 0.30, 0.47, 0.53, 0.51, 0.61, 0.31, 0.34, 0.37, 0.39, 0.35, 0.37, -0.65, 0.49, -0.55, -0.46, -0.61, -0.45, -0.13, 0.48, -0.40, -0.22, -0.31, -0.21, 0.37, -0.16, -0.83, 0.55, -0.44, -0.58, -0.45, -0.59, -0.48, 0.35, 0.46, 0.41, 0.41, 0.45, 0.09, 0.40, 0.70, 0.42, 0.62, 0.40, 0.40, 0.40, 0.39], "orbital_gap_ev": 7.58, "total_charge": 2, "max_force_ev_per_a": 1.0, "homo_ev": -13.26, "total_energy_ha": -4862.11063}



(3)
{"formula": "C26H28BrCeIN4O5", "method": "the ωB97M-V functional and the def2-TZVPD basis", "species": ["Ce", "C", "C", "N", "C", "C", "C", "O", "C", "C", "N", "C", "C", "C", "C", "C", "C", "I", "C", "O", "H", "H", "H", "H", "H", "H", "H", "H", "H", "H", "H", "H", "C", "N", "C", "C", "O", "N", "C", "C", "H", "H", "H", "H", "H", "H", "H", "H", "H", "H", "H", "H", "Br", "C", "C", "C", "C", "C", "C", "C", "O", "O", "H", "H", "H", "H"], "positions_angstrom": [[-0.793, -0.055, -0.642], [-0.004, -4.615, -0.850], [-0.139, -4.134, 0.560], [0.213, -4.954, 1.542], [0.069, -4.572, 2.810], [-0.428, -3.338, 3.204], [-0.539, -2.997, 4.671], [-1.850, -2.600, 5.042], [-0.793, -2.446, 2.182], [-1.314, -1.121, 2.548], [-1.511, -0.148, 1.735], [-1.929, 1.115, 2.263], [-1.388, 1.634, 3.434], [-1.799, 2.874, 3.898], [-2.733, 3.614, 3.186], [-3.261, 3.121, 2.001], [-2.852, 1.875, 1.549], [-3.691, 1.128, -0.203], [-0.642, -2.868, 0.868], [-0.993, -2.039, -0.175], [0.595, -5.521, -0.855], [0.454, -3.869, -1.501], [-0.985, -4.848, -1.269], [0.371, -5.290, 3.564], [0.109, -2.153, 4.919], [-0.186, -3.841, 5.266], [-2.414, -3.377, 5.120], [-1.543, -0.983, 3.603], [-0.634, 1.075, 3.973], [-1.383, 3.267, 4.815], [-3.053, 4.579, 3.552], [-3.989, 3.698, 1.449], [0.793, 3.452, 0.411], [1.960, 2.705, -0.054], [2.835, 3.420, -0.988], [2.032, 1.385, 0.130], [0.938, 0.747, 0.462], [3.164, 0.699, 0.010], [4.477, 1.307, 0.268], [3.171, -0.762, -0.039], [1.115, 4.461, 0.662], [0.373, 2.991, 1.301], [0.036, 3.519, -0.376], [2.201, 3.996, -1.662], [3.413, 2.711, -1.574], [3.508, 4.103, -0.472], [4.355, 2.292, 0.707], [5.070, 1.376, -0.643], [4.999, 0.672, 0.983], [2.275, -1.144, -0.517], [3.263, -1.180, 0.964], [4.025, -1.073, -0.637], [-2.401, -1.436, -2.986], [-1.715, -0.545, -4.537], [-2.249, -0.839, -5.773], [-1.721, -0.183, -6.881], [-0.700, 0.744, -6.743], [-0.180, 1.035, -5.489], [-0.688, 0.377, -4.380], [-0.224, 0.616, -2.995], [0.564, -0.198, -2.406], [-0.788, 1.493, -2.263], [-3.051, -1.554, -5.881], [-2.122, -0.404, -7.861], [-0.308, 1.244, -7.617], [0.612, 1.763, -5.379]], "forces_ev_per_a": [[-0.5252, -1.0607, 2.0912], [-0.0122, -0.0016, -0.0656], [0.0643, -0.2482, 0.2420], [-0.0084, 0.0366, -0.0607], [-0.0331, 0.1215, 0.0816], [0.0711, -0.1922, -0.0754], [0.0179, 0.0201, 0.0341], [-0.0373, -0.0267, 0.0040], [-0.1452, 0.3670, 0.3126], [0.1173, -0.3046, -0.0038], [-0.0102, 0.1946, 0.0659], [0.0951, -0.3353, -0.1472], [-0.0131, 0.1229, 0.0549], [0.0242, -0.0493, -0.0172], [-0.0231, 0.0308, -0.0053], [0.0529, -0.0255, 0.0638], [0.0443, 0.2515, 0.2513], [-0.3942, -0.0466, -0.2016], [-0.2926, 0.5720, -0.8625], [0.4083, -0.1763, 0.6651], [-0.0033, 0.0001, -0.0055], [0.0121, 0.0263, 0.0351], [-0.0093, 0.0134, 0.0130], [0.0073, -0.0307, -0.0291], [0.0086, -0.0044, -0.0203], [-0.0326, -0.0097, -0.0189], [0.0157, 0.0176, 0.0183], [-0.0381, -0.0255, -0.0283], [-0.0059, -0.0196, -0.0071], [0.0045, -0.0033, 0.0010], [-0.0063, 0.0033, -0.0172], [-0.0043, -0.0105, -0.0135], [0.0190, -0.0030, -0.0659], [0.1723, 0.0118, -0.0865], [-0.0477, -0.0342, 0.0470], [-0.5823, -0.3032, 0.2656], [0.4277, 0.1801, -0.3546], [0.2220, 0.1939, 0.0237], [-0.1006, -0.0449, -0.0174], [-0.0295, 0.0383, 0.0195], [-0.0009, -0.0061, 0.0017], [-0.0180, -0.0214, -0.0036], [-0.0216, -0.0067, 0.0359], [0.0258, 0.0071, -0.0143], [-0.0137, 0.0487, -0.0183], [-0.0050, 0.0041, 0.0087], [0.0364, -0.0320, 0.0027], [0.0158, -0.0027, 0.0065], [0.0289, 0.0177, -0.0052], [-0.0362, 0.0158, -0.0176], [-0.0158, -0.0292, -0.0109], [0.0072, -0.0073, 0.0263], [-0.1118, 0.0045, -0.1285], [-0.0076, -0.0071, -0.0499], [0.0798, 0.0742, -0.0486], [-0.0573, -0.0481, -0.0042], [0.0120, 0.0068, 0.0171], [-0.0418, -0.0519, -0.0534], [0.0392, 0.0481, -0.0829], [0.2902, 0.2033, -0.3679], [0.3187, 0.0585, -0.7965], [0.0283, 0.4741, -0.7279], [-0.0001, -0.0132, 0.0178], [0.0002, 0.0079, 0.0003], [0.0111, 0.0114, 0.0094], [0.0057, -0.0020, 0.0171]], "mulliken_charge": [0.54, -1.20, 0.64, -0.57, -0.94, 0.53, -0.92, -0.52, 0.18, -0.64, 0.37, 0.27, -0.12, -0.85, -0.64, -0.78, 0.14, 0.19, 0.28, -0.14, 0.40, 0.26, 0.30, 0.39, 0.33, 0.43, 0.33, 1.15, 0.54, 0.42, 0.45, 0.46, -0.99, 0.23, -1.25, 0.63, -0.32, 0.09, -1.22, -0.86, 0.43, 0.27, 0.31, 0.41, 0.43, 0.35, 0.41, 0.36, 0.42, 0.17, 0.36, 0.41, -0.02, 0.42, -0.81, -0.53, -0.75, -0.26, 0.34, 0.85, -0.49, -0.46, 0.44, 0.42, 0.43, 0.48], "de_lowest_kj_mol": 0.0, "orbital_gap_ev": 6.69, "total_charge": 2, "max_force_ev_per_a": 2.4, "homo_ev": -14.11, "total_energy_ha": -4949.23750}



- What is the formula in the third record?
  C26H28BrCeIN4O5



- Which formula does entry 2 have?
  C24H30BrN4O5Sc